{"formula": "C39H106N6O11", "method": "the ωB97M-V functional and the def2-TZVPD basis", "species": ["C", "C", "C", "O", "H", "H", "H", "H", "H", "H", "H", "H", "C", "C", "C", "O", "H", "H", "H", "H", "H", "H", "H", "H", "C", "C", "C", "O", "H", "H", "H", "H", "H", "H", "H", "H", "C", "C", "C", "O", "H", "H", "H", "H", "H", "H", "H", "H", "C", "C", "C", "O", "H", "H", "H", "H", "H", "H", "H", "H", "C", "C", "C", "O", "C", "N", "H", "H", "H", "H", "H", "H", "H", "H", "H", "H", "H", "C", "C", "C", "O", "C", "N", "H", "H", "H", "H", "H", "H", "H", "H", "H", "H", "H", "C", "C", "C", "O", "C", "N", "H", "H", "H", "H", "H", "H", "H", "H", "H", "H", "H", "C", "C", "C", "O", "C", "N", "H", "H", "H", "H", "H", "H", "H", "H", "H", "H", "H", "C", "C", "C", "O", "C", "N", "H", "H", "H", "H", "H", "H", "H", "H", "H", "H", "H", "C", "C", "C", "O", "C", "N", "H", "H", "H", "H", "H", "H", "H", "H", "H", "H", "H"], "positions_angstrom": [[-3.616074, 3.639551, -1.298853], [-2.437384, 3.082036, -0.383038], [-2.984956, 2.567168, 0.956624], [-1.759788, 2.043116, -1.105329], [-4.400804, 2.851612, -1.428553], [-3.157974, 3.927637, -2.250719], [-3.987692, 4.531813, -0.839278], [-1.673741, 3.862007, -0.197764], [-2.339137, 2.385176, 1.783398], [-3.624394, 1.730939, 0.709735], [-3.702174, 3.408199, 1.358710], [-2.223468, 1.217151, -1.008949], [-1.079230, 1.640639, -6.135611], [-1.018805, 0.325887, -5.409900], [-2.408112, -0.036132, -4.786079], [-0.672072, -0.688214, -6.453372], [-1.422824, 2.424034, -5.447475], [-1.709739, 1.496722, -7.034714], [-0.087069, 1.835060, -6.467836], [-0.274834, 0.351702, -4.603436], [-2.302910, -0.957740, -4.146892], [-3.169345, -0.171647, -5.574133], [-2.611571, 0.813701, -4.170015], [-0.825075, -1.558210, -6.078519], [2.543957, 4.299240, 1.922465], [1.152949, 3.849539, 2.440199], [0.001149, 4.853254, 2.170918], [0.830374, 2.548521, 1.984671], [3.228673, 3.480404, 2.066907], [2.803612, 5.156420, 2.507774], [2.479359, 4.567105, 0.888447], [1.149505, 3.843047, 3.570526], [0.401083, 5.786904, 2.587604], [-0.956159, 4.599448, 2.644003], [-0.119602, 5.155764, 1.145502], [0.829031, 2.604024, 1.004999], [-6.390347, 0.269707, 3.940496], [-5.466608, -0.000674, 2.795391], [-5.481775, -1.504950, 2.466497], [-5.907380, 0.700187, 1.637760], [-6.453534, 1.316312, 4.168603], [-5.978821, -0.230345, 4.829091], [-7.398696, -0.085025, 3.843766], [-4.476888, 0.343718, 3.090637], [-4.638895, -1.817185, 1.786815], [-6.489055, -1.701722, 2.047333], [-5.294755, -2.134879, 3.350696], [-5.575152, 1.631765, 1.713191], [5.866008, 2.939708, -1.499456], [5.679208, 1.906353, -0.366490], [6.451221, 0.680238, -0.881925], [6.179540, 2.376960, 0.805366], [5.272078, 3.836577, -1.391694], [5.677610, 2.473274, -2.516419], [6.986614, 3.239737, -1.486301], [4.606302, 1.663024, -0.293774], [6.121176, 0.266520, -1.840285], [6.436569, -0.232522, -0.228459], [7.535550, 1.020841, -0.865273], [6.046305, 1.724121, 1.503997], [6.461116, 2.417830, 5.862339], [5.885587, 2.131900, 4.500767], [5.231329, 0.763412, 4.246812], [5.010721, 0.705170, 2.835721], [3.852474, 0.046228, 2.402985], [4.981145, 3.271998, 4.172484], [6.952852, 3.457844, 5.771329], [7.126679, 1.667092, 6.290214], [5.754907, 2.561094, 6.648108], [6.689674, 1.994089, 3.789400], [4.312189, 0.587387, 4.818065], [5.990847, -0.067592, 4.548673], [3.957241, -0.144979, 1.336115], [2.942164, 0.634732, 2.560449], [3.740474, -0.886258, 2.945440], [4.757750, 3.372323, 3.205563], [4.097701, 3.127767, 4.673570], [-2.172725, -0.654210, 4.453942], [-0.953213, 0.070684, 3.866253], [0.375550, -0.521921, 4.399868], [0.681130, -0.278048, 5.739705], [0.672685, 1.110566, 6.071529], [-0.891485, -0.084392, 2.400947], [-2.289506, -1.614010, 3.867064], [-3.082307, -0.025640, 4.518800], [-1.854032, -0.957108, 5.453561], [-1.040240, 1.156958, 4.025725], [1.147080, -0.002405, 3.828786], [0.447290, -1.568054, 4.282925], [1.126501, 1.262746, 7.049566], [-0.380463, 1.472885, 6.076250], [1.250035, 1.729128, 5.386083], [-0.040320, 0.311501, 1.997002], [-0.799229, -1.075803, 2.245970], [2.244190, 2.475843, -3.223776], [1.823817, 3.228338, -1.912989], [0.924619, 4.389261, -2.295905], [1.644612, 5.295403, -3.021649], [0.792402, 6.433366, -3.293894], [1.195094, 2.438305, -0.880781], [3.100729, 1.775096, -3.001682], [2.632704, 3.059379, -4.020790], [1.407540, 1.880449, -3.588647], [2.673644, 3.649420, -1.456160], [0.414426, 4.813799, -1.408929], [-0.005376, 3.951735, -2.844340], [0.641297, 6.949241, -2.382541], [-0.201611, 6.041381, -3.646979], [1.320147, 7.063093, -3.991379], [0.328385, 1.968509, -1.212820], [1.857357, 1.658334, -0.733530], [-3.060747, -3.887359, -5.497638], [-1.564355, -3.740244, -5.308810], [-1.177305, -4.762685, -4.189885], [0.215243, -4.700156, -4.015169], [0.575508, -5.374746, -2.780097], [-0.779637, -4.061283, -6.466949], [-3.219187, -4.874676, -5.846179], [-3.521172, -3.231488, -6.240550], [-3.529987, -3.621060, -4.485374], [-1.246726, -2.757383, -5.023960], [-1.426912, -5.798516, -4.579738], [-1.749752, -4.452992, -3.329706], [0.557682, -6.423837, -2.886557], [0.017928, -5.055003, -1.891085], [1.641828, -5.127321, -2.582865], [0.187427, -4.129285, -6.119102], [-0.720101, -3.328888, -7.113971], [0.376945, -4.872821, 1.104343], [-0.895694, -5.483818, 1.848023], [-1.670458, -6.397145, 0.918078], [-2.084032, -5.672618, -0.184891], [-2.968709, -6.381813, -0.957224], [-0.398715, -6.235856, 2.972768], [0.861392, -5.727798, 0.548422], [1.142517, -4.541444, 1.715187], [0.060982, -4.075443, 0.428151], [-1.578244, -4.690048, 2.136949], [-2.506903, -6.871323, 1.434924], [-1.104896, -7.361517, 0.617346], [-2.531037, -7.288852, -1.300448], [-3.206224, -5.836572, -1.836023], [-3.821045, -6.611977, -0.359973], [-1.100855, -6.641796, 3.567400], [0.175740, -5.680853, 3.576657], [-3.507415, -2.602128, -1.768512], [-2.409324, -1.953237, -0.969862], [-1.147924, -1.772780, -1.751397], [-0.092166, -1.407237, -0.823070], [1.016770, -0.944059, -1.549467], [-2.791553, -0.632811, -0.428371], [-4.382326, -2.726595, -1.107387], [-3.279259, -3.640431, -1.928444], [-3.921864, -2.090057, -2.644963], [-2.213654, -2.644063, -0.161025], [-1.355030, -0.968940, -2.467174], [-0.728303, -2.696957, -2.115304], [1.691346, -0.371155, -0.894695], [0.708047, -0.275693, -2.332856], [1.665209, -1.751789, -1.981157], [-3.800932, -0.624245, -0.249106], [-2.298731, -0.390695, 0.413935]], "atomic_forces_ev_per_a": [[1.6, -1.2, 0.7], [-0.4, -0.1, -0.5], [-2.3, 2.6, -0.3], [0.6, 1.3, 0.0], [0.6, 0.8, 0.1], [-0.3, -0.2, 0.0], [-0.6, 0.5, 0.3], [-0.4, -0.2, -0.3], [1.0, -0.5, 0.1], [-0.1, -0.5, 0.3], [1.1, -1.4, -0.7], [-0.6, -1.1, 0.2], [-0.5, -0.6, 0.0], [-1.4, -1.8, -0.8], [1.6, -0.8, -0.4], [0.0, 1.3, 1.1], [0.0, -0.1, -0.4], [0.1, 0.4, 0.6], [0.8, 0.6, -0.4], [0.1, -0.2, -0.2], [-0.4, 0.9, -0.8], [0.3, 0.1, 0.4], [-0.7, 0.4, 0.7], [0.1, 0.1, 0.1], [-1.8, -0.4, 0.8], [-0.8, 0.3, 0.7], [1.4, 0.7, 0.4], [0.0, -0.1, 0.1], [0.3, -0.2, -0.1], [0.6, 0.6, 0.2], [0.1, 0.1, -0.7], [0.4, -0.5, -1.0], [-0.5, 0.1, 0.4], [0.4, -0.1, -0.2], [-0.2, -0.5, -0.8], [0.0, -0.1, 0.0], [0.4, -0.3, 1.3], [-0.3, -0.8, -0.1], [0.8, 0.0, -0.4], [0.7, 1.3, -0.3], [0.1, 0.7, 0.1], [-0.1, 0.2, 0.0], [-0.5, -0.3, -0.5], [0.2, -0.1, -0.2], [-1.1, 0.5, 0.2], [0.7, -0.3, 0.1], [-0.4, 0.4, 0.0], [-0.5, -1.3, -0.2], [1.8, -0.2, -0.5], [-0.6, -1.0, -3.0], [1.3, -0.9, 1.2], [0.7, 0.9, 1.3], [-0.2, 0.2, 0.1], [0.0, 0.6, 1.3], [-1.8, -0.4, -0.1], [-0.1, 0.0, 0.1], [0.2, 0.6, -0.1], [-0.2, 0.9, 0.0], [-1.1, -0.6, -0.5], [-0.2, -0.1, 0.1], [1.3, 1.5, 0.1], [-1.2, -0.3, -0.4], [1.1, -1.0, 0.7], [0.4, 0.3, 0.3], [-0.3, -0.1, 0.1], [0.3, -0.7, 1.0], [-0.3, -1.8, 0.2], [0.4, 0.0, -0.5], [-1.2, 0.1, 0.3], [0.5, 1.1, -0.3], [-0.1, 0.1, -0.2], [-1.2, 1.2, -0.5], [0.0, -0.1, 0.0], [0.1, 0.2, 0.0], [-0.1, -0.4, 0.0], [0.1, -0.2, -0.6], [0.4, 0.1, -0.2], [0.8, -0.6, -0.4], [0.2, -0.1, -0.7], [-0.1, 2.6, 0.1], [0.1, 0.6, 1.3], [-0.8, -0.3, 0.1], [-0.4, -0.2, -0.1], [-0.4, 1.0, 0.6], [0.5, -0.6, -0.2], [-0.4, 0.0, 0.2], [0.3, -0.4, 0.3], [0.2, -0.3, -0.5], [-0.2, -1.3, -0.4], [-0.2, -0.4, 0.1], [0.7, 0.0, 0.2], [0.1, -0.1, -0.5], [-0.3, 0.3, 0.3], [-0.1, -0.5, -0.4], [0.7, -1.5, 1.9], [-0.7, 0.3, -1.8], [-2.1, -1.9, 0.5], [-0.5, 1.5, -0.8], [0.1, -1.8, -0.6], [0.0, -1.9, -0.2], [-0.9, 0.4, 0.0], [0.0, 1.1, -0.5], [-0.1, 0.0, -0.1], [1.4, 0.6, 0.4], [0.6, 0.2, 0.1], [1.3, 0.6, 0.2], [-0.3, 0.8, 1.0], [0.9, 0.6, -0.1], [-0.1, 0.1, -0.4], [0.4, 0.6, 0.2], [-0.5, 0.4, 0.3], [-0.2, 1.8, 1.3], [0.1, -1.2, 0.4], [0.0, 0.2, -2.4], [0.0, -0.3, 2.0], [1.6, 1.8, -0.4], [1.3, -1.7, 0.4], [-0.5, -1.2, 0.1], [0.3, 0.2, 0.0], [0.3, -0.8, -1.5], [-0.4, 0.7, 1.2], [-0.2, 1.0, 0.6], [0.0, -0.3, 0.7], [-0.5, -1.4, -0.2], [-0.3, 0.0, -0.4], [-0.6, 0.0, -0.2], [-0.4, -0.3, -0.3], [-0.4, 1.3, -1.3], [-2.3, -2.2, -1.6], [1.7, 0.3, -0.7], [1.0, -1.9, 0.2], [0.8, 1.2, 0.1], [0.0, -0.3, -0.1], [0.2, -0.7, 0.3], [-0.6, 0.9, 0.2], [1.2, 1.0, 1.8], [0.2, -0.1, -0.1], [-0.2, 0.4, 0.0], [-0.6, 0.4, 0.3], [-0.1, 1.6, 0.2], [0.5, -1.2, -0.3], [-0.5, 0.7, -0.6], [-1.2, -0.3, 0.2], [-0.5, -0.1, -0.1], [0.3, 0.3, 0.1], [-1.6, 0.0, 0.8], [0.0, 0.5, 0.5], [0.9, 0.0, 1.3], [-0.4, 0.7, -0.3], [1.3, -0.4, 0.4], [-1.1, -0.2, -0.9], [0.1, 0.4, 0.0], [0.4, -0.3, -0.7], [0.6, 0.0, 0.0], [0.2, -0.3, 0.4], [0.6, -0.3, -0.1], [-0.6, -0.5, -1.2], [-0.4, -0.3, 0.1], [-0.1, 0.3, -0.6], [-0.8, 0.3, 0.1], [0.5, 0.1, 0.2], [0.3, -0.1, 0.5]], "lowdin_charge": [-0.04, -0.43, -0.06, -0.10, 0.09, 0.07, 0.05, 0.11, 0.04, 0.04, 0.12, 0.02, -0.06, -0.43, -0.04, -0.07, 0.09, 0.10, 0.07, 0.11, 0.05, 0.09, 0.06, 0.01, -0.03, -0.47, -0.05, -0.10, 0.05, 0.08, 0.06, 0.13, 0.08, 0.08, 0.05, 0.04, -0.07, -0.52, -0.05, -0.07, 0.07, 0.09, 0.08, 0.10, 0.07, 0.09, 0.08, 0.09, -0.06, -0.56, -0.07, -0.03, 0.06, 0.09, 0.11, 0.12, 0.07, 0.08, 0.10, 0.06, -0.08, -0.42, -0.18, -0.24, -0.09, 0.07, 0.11, 0.07, 0.05, 0.13, 0.12, 0.15, 0.08, 0.07, 0.09, 0.02, 0.08, -0.04, -0.42, -0.22, -0.18, -0.09, 0.05, 0.09, 0.07, 0.07, 0.13, 0.10, 0.12, 0.09, 0.09, 0.07, 0.06, 0.06, -0.02, -0.41, -0.28, -0.16, -0.06, 0.06, 0.08, 0.06, 0.06, 0.10, 0.11, 0.15, 0.07, 0.10, 0.09, 0.07, 0.07, -0.04, -0.46, -0.21, -0.19, -0.07, 0.06, 0.06, 0.08, 0.09, 0.09, 0.16, 0.08, 0.07, 0.06, 0.10, 0.09, 0.05, -0.03, -0.41, -0.25, -0.19, -0.12, 0.03, 0.10, 0.03, 0.06, 0.12, 0.12, 0.16, 0.09, 0.07, 0.09, 0.07, 0.06, -0.05, -0.41, -0.17, -0.18, -0.12, 0.08, 0.09, 0.04, 0.08, 0.13, 0.10, 0.11, 0.07, 0.06, 0.11, 0.08, 0.04], "e_lumo_ev": 0.447, "smiles": "COC[C@H](C)N.COC[C@H](C)N.COC[C@H](C)N.COC[C@H](C)N.COC[C@H](C)N.COC[C@H](C)N.CC(C)O.CC(C)O.CC(C)O.CC(C)O.CC(C)O", "spin_multiplicity": 1, "e_tot_ev": -73619.990, "largest_force_ev_per_a": 3.55}